A 6-piece molecular cluster, C33H56BO13S5 overall in a non-equilibrium geometry. Source: the Open Molecules 2025 dataset; level of theory: wB97M-V/def2-TZVPD.

Each line ends with the Mulliken charge.
Element x y z (Å)
C  -1.192  -1.266  -2.501  -0.17
C  -0.834  -1.181  -1.339  -0.98
C  -0.281  -1.200  0.093  1.01
C  -1.273  -1.787  1.157  0.25
O  -2.537  -1.134  0.803  -0.38
O  -1.544  -3.170  1.165  -0.93
B  -2.302  -3.333  2.449  1.49
O  -2.223  -2.107  3.313  -0.83
C  -1.149  -1.383  2.693  0.45
C  0.239  -1.474  3.457  -1.10
C  1.377  -2.285  2.765  0.26
C  1.306  -3.686  2.364  -0.15
C  2.435  -4.398  1.738  -0.72
C  3.737  -3.748  1.485  -0.61
C  3.818  -2.292  1.908  -0.75
C  2.678  -1.589  2.525  1.20
C  2.946  -0.101  2.940  -1.59
H  -1.250  -1.259  -3.606  0.50
H  -0.028  -0.138  0.379  0.23
H  0.683  -1.780  0.120  -0.51
H  -3.002  -1.656  0.127  0.26
H  -3.427  -3.747  2.396  -0.38
H  -1.622  -4.125  3.093  -0.41
H  -1.419  -0.286  2.713  0.04
H  0.025  -1.994  4.438  0.35
H  0.534  -0.426  3.729  0.36
H  0.377  -4.275  2.543  0.22
H  2.317  -5.482  1.471  0.34
H  4.597  -4.287  1.029  0.39
H  4.799  -1.769  1.753  0.24
H  2.088  0.526  2.575  0.31
H  3.870  0.293  2.437  0.36
H  3.057  0.015  4.058  0.32
C  3.037  -1.698  -4.075  -0.93
C  2.316  -1.171  -2.827  0.00
C  3.026  -1.760  -1.600  -0.28
S  4.715  -2.043  -2.108  1.32
O  4.967  -3.467  -2.100  -0.70
O  5.581  -1.105  -1.432  -0.74
C  4.526  -1.521  -3.800  -0.49
H  2.731  -1.164  -4.977  0.43
H  2.804  -2.758  -4.214  0.32
H  2.383  -0.079  -2.803  0.36
H  1.260  -1.433  -2.830  -0.33
H  3.012  -1.074  -0.755  0.12
H  2.596  -2.718  -1.306  0.28
H  5.161  -2.123  -4.449  0.24
H  4.817  -0.471  -3.860  0.31
C  -4.289  1.607  1.968  -0.56
C  -5.602  2.378  2.120  -0.44
C  -5.640  3.442  1.018  -0.85
S  -4.659  2.793  -0.335  1.16
O  -3.491  3.634  -0.503  -0.58
O  -5.529  2.463  -1.442  -0.73
C  -4.164  1.288  0.486  -0.44
H  -4.280  0.700  2.573  0.30
H  -3.452  2.236  2.287  0.30
H  -6.442  1.691  1.997  0.12
H  -5.691  2.828  3.102  0.45
H  -6.656  3.628  0.671  0.37
H  -5.184  4.377  1.348  0.40
H  -3.152  1.018  0.191  0.21
H  -4.863  0.504  0.193  0.29
C  -1.462  6.827  -2.957  -0.64
C  -1.772  6.182  -1.603  -0.37
C  -0.538  5.382  -1.182  -0.59
S  0.868  6.192  -1.944  1.17
O  1.449  5.294  -2.913  -0.66
O  1.661  6.835  -0.923  -0.69
C  -0.072  7.436  -2.817  -0.73
H  -2.204  7.581  -3.226  0.34
H  -1.459  6.062  -3.738  0.31
H  -1.975  6.964  -0.865  0.28
H  -2.654  5.543  -1.653  0.15
H  -0.408  5.379  -0.101  0.39
H  -0.579  4.358  -1.553  0.30
H  0.401  7.654  -3.773  0.40
H  -0.095  8.332  -2.196  0.35
C  -7.612  -0.322  6.857  -0.58
C  -8.930  0.442  7.020  -0.58
C  -8.978  1.514  5.927  -0.74
S  -8.000  0.882  4.564  1.22
O  -6.840  1.724  4.399  -0.61
O  -8.872  0.557  3.462  -0.74
C  -7.493  -0.629  5.369  -0.72
H  -7.595  -1.233  7.456  0.35
H  -6.778  0.309  7.177  0.29
H  -9.769  -0.248  6.895  0.29
H  -9.019  0.888  8.012  0.32
H  -9.995  1.698  5.586  0.35
H  -8.524  2.448  6.262  0.37
H  -6.480  -0.890  5.063  0.38
H  -8.190  -1.414  5.072  0.37
C  8.832  -3.828  -4.771  -0.45
C  9.215  -4.225  -6.201  -0.66
C  8.817  -3.067  -7.121  -0.63
S  8.894  -1.582  -6.119  1.11
O  7.562  -1.049  -5.986  -0.59
O  10.005  -0.771  -6.552  -0.71
C  9.331  -2.399  -4.591  -0.71
H  9.270  -4.500  -4.033  0.35
H  7.745  -3.862  -4.656  0.19
H  10.295  -4.386  -6.257  0.31
H  8.729  -5.154  -6.505  0.34
H  9.500  -2.968  -7.964  0.35
H  7.795  -3.176  -7.483  0.36
H  8.867  -1.884  -3.751  0.40
H  10.417  -2.369  -4.498  0.33

The electronic energy comes out at -116596.778 eV. Its total charge is -1. Its largest force on an atom is 4.1 eV/A. The frontier orbital gap is 6.1 eV. Its spin multiplicity is 1.